Version i
10
Properties=species:S:1:pos:R:3 method="wB97M-V/def2-TZVPD" lumo_energy_ev="-1.1499 / -1.4886" homo_energy_ha="-0.354 / -0.327" orbital_gap_ev="8.5 / 7.4"
C -0.29773 -0.26665 1.00413
C -0.14194 1.10143 0.34420
N -0.96135 -1.77261 -0.85375
N 0.65643 0.56423 -0.72688
P 0.33261 -1.12040 -0.43377
Cl -1.51397 -0.67022 1.88825
Cl 2.19542 -1.94995 -0.59334
H -1.12453 1.62986 0.13748
H 0.42131 1.77925 0.90571
H 0.43375 0.70506 -1.67201

=====

Version ii
10
Properties=species:S:1:pos:R:3 method="wB97M-V/def2-TZVPD" smiles="ClC1=NPN[C@H]1Cl" lumo_energy_ev="-1.2937 / -1.1700" homo_energy_ha="-0.315 / -0.321" orbital_gap_ev="7.3 / 7.6"
C -1.15781 -0.43249 0.25033
C -0.26187 0.67776 0.49802
N -0.35891 -1.66425 -0.53625
N 0.95641 0.31771 0.13445
P 0.91422 -0.86081 -1.17959
Cl -2.63145 -0.67998 0.91134
Cl -0.96050 2.08570 -0.79737
H -0.26846 1.14280 1.39075
H 1.71670 0.95651 0.10051
H 2.05168 -1.54296 -0.77218

=====

Version iii
10
Properties=species:S:1:pos:R:3 method="wB97M-V/def2-TZVPD" smiles="ClC1=NP(Cl)NC1" lumo_energy_ev="-1.0673 / -1.0685" homo_energy_ha="-0.343 / -0.343" orbital_gap_ev="8.3 / 8.3"
C 0.37194 1.05092 0.35401
C 0.83647 -0.03704 -0.46027
N -1.20107 1.10473 0.54160
N -0.30570 -0.95228 -0.56927
P -1.82983 -0.36539 0.14822
Cl 1.27769 2.33682 0.87755
Cl -1.51574 -1.21567 2.03273
H 0.98492 0.13711 -1.42529
H 1.75992 -0.67050 0.01129
H -0.37861 -1.38870 -1.51056

=====

Most favorable structure: version iii. The second most favorable one is 1.519 eV above it.

=====

Version i
20
Properties=species:S:1:pos:R:3 method="wB97M-V/def2-TZVPD" lumo_energy_ev="0.7202 / 0.5074" homo_energy_ha="-0.289 / -0.280" orbital_gap_ev="8.6 / 8.1"
C 0.82554 1.92203 -0.75717
C 0.92520 0.78246 -0.12091
C 1.77735 -0.85865 1.66372
C -1.77738 -0.70412 -1.41937
C 1.86094 -0.32863 0.21805
C -1.33303 -0.58067 -0.01518
F -0.87417 -1.58465 0.62575
P -1.98481 0.73754 1.03655
H -0.13403 2.29884 -1.05972
H 1.62453 2.54156 -1.07728
H 0.78921 -1.04225 2.07348
H 2.38809 -0.23259 2.45100
H 2.30490 -1.81274 1.42822
H -2.36729 0.26175 -1.57501
H -0.95832 -0.84471 -2.04688
H -2.52197 -1.50326 -1.76940
H 1.57810 -1.24814 -0.32180
H 2.87069 -0.10008 -0.06321
H -1.72122 1.73439 0.10479
H -3.27233 0.56192 0.62436

=====

Version ii
20
Properties=species:S:1:pos:R:3 method="wB97M-V/def2-TZVPD" smiles=C#CC[PH3]C[C@H](C)F lumo_energy_ev=0.8927 homo_energy_ha=-0.323 orbital_gap_ev=9.7
C -2.47613 2.50993 1.27374
C -1.25202 2.44127 1.34339
C 0.27394 2.05060 1.38940
P 0.58214 0.77654 -0.05125
C 0.68447 -0.43709 -1.52531
C -0.13246 -1.74577 -1.17447
C 0.44235 -2.43406 0.15576
F -0.15945 -2.68623 -2.26318
H -3.53619 2.33073 0.94747
H 0.54911 1.60418 2.40371
H 0.87980 3.00525 1.22639
H -0.81782 0.41052 0.08832
H 0.96221 1.90017 -0.87241
H 1.61655 0.11523 0.68015
H 1.76785 -0.62399 -1.78710
H 0.16663 0.07012 -2.40490
H -1.21703 -1.49442 -0.92419
H 0.14561 -3.52276 0.17230
H 1.55799 -2.27356 0.26069
H -0.05194 -1.96205 1.06976

=====

Most favorable structure: version ii. The second most favorable one is 0.610 eV above it.

=====

Version i
7
Properties=species:S:1:pos:R:3 method="wB97M-V/def2-TZVPD" lumo_energy_ev="-0.3275 / -0.4349" homo_energy_ha="-0.361 / -0.365" orbital_gap_ev="9.5 / 9.5"
C 2.77238 -0.21886 0.49119
N 0.59196 0.51650 0.64077
N -0.14250 -0.66786 -1.14091
O 3.27237 0.79292 0.35898
O 0.08509 0.44149 -0.52354
H -0.53715 -0.40889 -2.04794
H 0.83889 1.50835 0.95171

=====

Version ii
7
Properties=species:S:1:pos:R:3 method="wB97M-V/def2-TZVPD" lumo_energy_ev="-1.0323 / -0.7818" homo_energy_ha="-0.381 / -0.377" orbital_gap_ev="9.3 / 9.5"
C 1.86575 -0.32590 -0.63919
N -1.53574 0.20260 -0.79622
N 0.59758 0.13550 -1.49386
O 2.90684 -0.60727 -1.12778
O -0.28406 0.05559 -0.60462
H 1.61579 -0.31243 0.38070
H -1.94360 0.11360 0.20297

=====

Most favorable structure: version ii. The second most favorable one is 0.201 eV above it.

=====

Version i
59
Properties=species:S:1:pos:R:3 method="wB97M-V/def2-TZVPD" lumo_energy_ev=-0.9671 homo_energy_ha=-0.302 orbital_gap_ev=7.3
Au 0.88886 1.64276 0.57756
C 3.85235 -3.18686 2.41370
C 4.56525 -1.91805 2.85862
N 4.26513 -0.72595 2.06853
C 5.21842 -0.33827 1.02611
C 4.83186 -0.88242 -0.34244
C 3.09051 -0.08381 2.29093
S 2.95776 1.55513 1.58839
N 2.28440 -0.58866 3.15938
C 0.97695 -0.32609 3.39443
O 0.10344 -0.32818 2.52855
C 0.60266 -0.12938 4.83114
C 1.54706 -0.20176 5.84978
C 1.16599 0.00185 7.16719
C -0.15914 0.28138 7.47026
C -1.10376 0.35936 6.45523
C -0.72473 0.15363 5.13897
H 4.12346 -4.01268 3.07325
H 4.12727 -3.46358 1.39431
H 2.77473 -3.04951 2.47232
H 5.64491 -2.06009 2.80604
H 4.30497 -1.70376 3.89678
H 6.19475 -0.71518 1.33230
H 5.29597 0.74362 0.98475
H 4.82921 -1.97432 -0.34639
H 5.53894 -0.54367 -1.10158
H 3.83496 -0.53169 -0.61271
H 2.57649 -0.41894 5.59952
H 1.90258 -0.05539 7.95822
H -0.45592 0.44171 8.49905
H -2.13584 0.58380 6.69167
H -1.44041 0.21501 4.33047
Se 0.79546 3.84295 1.53921
C -0.05370 4.83430 0.13599
C -1.42428 5.06338 0.16735
C -2.01919 5.82538 -0.82651
C -1.24941 6.34954 -1.85562
C 0.11972 6.12156 -1.88630
C 0.71980 5.37051 -0.88726
H -2.01966 4.62847 0.95816
H -3.08695 6.00088 -0.80220
H -1.71624 6.93715 -2.63583
H 0.72117 6.53287 -2.68684
H 1.78717 5.19262 -0.89574
O 1.16202 -0.33873 -0.26093
S -0.09687 -1.22510 -0.18149
C 0.59092 -2.80049 0.40810
C 0.53472 -3.80531 -0.74028
C 0.71030 -2.99241 -2.02131
C -0.26435 -1.83185 -1.87602
H 0.06130 -3.09913 1.31053
H 1.61524 -2.53608 0.66994
H -0.43585 -4.30703 -0.75523
H 1.29864 -4.57367 -0.61980
H 0.50606 -3.57860 -2.91718
H 1.73097 -2.60996 -2.09145
H -1.30100 -2.15528 -1.99394
H -0.08648 -0.97281 -2.52064
Cl -1.11349 1.82874 -0.59923

=====

Version ii
59
Properties=species:S:1:pos:R:3 method="wB97M-V/def2-TZVPD" lumo_energy_ev="-2.0913 / -2.0690" homo_energy_ha="-0.276 / -0.277" orbital_gap_ev="5.4 / 5.5"
Au -0.75450 0.64920 -0.24320
C -1.39050 0.76810 5.60320
C -0.39890 -0.23050 5.01610
N -0.99280 -1.14820 4.07100
C -1.68380 -2.31290 4.60140
C -3.20060 -2.11900 4.65800
C -0.88430 -0.99360 2.74100
S -0.11190 0.44350 2.16470
N -1.42220 -1.95780 2.02320
C -1.36660 -2.18910 0.72290
O -0.71090 -1.55750 -0.14990
C -2.18540 -3.35430 0.30560
C -2.87790 -4.09370 1.26320
C -3.66890 -5.15880 0.88510
C -3.78760 -5.49230 -0.45390
C -3.09380 -4.77190 -1.41060
C -2.29090 -3.71250 -1.03530
H -0.88450 1.38240 6.34190
H -2.21830 0.26010 6.08910
H -1.78270 1.41870 4.82880
H 0.04360 -0.82400 5.82010
H 0.39760 0.30980 4.50170
H -1.29520 -2.51220 5.60270
H -1.45280 -3.16340 3.95540
H -3.48660 -1.42420 5.44490
H -3.69400 -3.07180 4.84050
H -3.55160 -1.73190 3.70520
H -2.79920 -3.81540 2.29990
H -4.20660 -5.72860 1.62920
H -4.42370 -6.30960 -0.75460
H -3.18580 -5.03230 -2.45360
H -1.75160 -3.14230 -1.77700
Se -2.07340 -0.39680 -2.25230
C -0.92950 -0.11450 -3.73390
C -0.40030 1.14940 -3.98660
C 0.27060 1.37530 -5.17210
C 0.42430 0.35440 -6.09890
C -0.04770 -0.91930 -5.81780
C -0.72770 -1.15670 -4.64090
H -0.53960 1.94510 -3.26910
H 0.65930 2.35770 -5.39540
H 0.90020 0.54990 -7.04860
H 0.09230 -1.71650 -6.53130
H -1.13210 -2.13400 -4.42090
O 1.44730 0.15710 -1.15870
S 2.31810 -0.95710 -0.71740
C 3.95380 -0.13020 -0.37960
C 4.88400 -0.42220 -1.55020
C 3.99440 -0.65470 -2.76970
C 2.96740 -1.66300 -2.29590
H 4.34000 -0.48720 0.57280
H 3.70710 0.92750 -0.29770
H 5.46740 -1.32790 -1.36230
H 5.58180 0.40270 -1.70380
H 4.56190 -1.02370 -3.62610
H 3.50020 0.27470 -3.06260
H 3.43180 -2.61810 -2.05870
H 2.12750 -1.80020 -2.96930
Cl -1.20190 2.89240 -0.53570

=====

Most favorable structure: version i. The second most favorable one is 1.722 eV above it.